(1)
20
Properties=species:S:1:pos:R:3:nbo_charge:R:1 method="wB97M-V/def2-TZVPD" e_lumo_ev="0.582 / 0.647" homo_ev="-7.4 / -7.2" homo_lumo_gap_ev="7.95 / 7.88"
Cl -1.84 -2.69 0.86 -0.0774
Cl 3.31 0.70 -0.76 -0.0353
O -0.68 0.54 1.17 -0.3541
O -0.82 0.03 -1.17 -0.5347
C 0.05 1.56 1.19 -0.1384
C 2.92 -0.46 0.49 -0.2177
C 2.24 -1.56 0.36 -0.4181
C -1.06 -0.21 0.15 0.4803
C -1.01 1.25 -1.87 -0.2476
C -2.25 -1.05 0.38 -0.4671
H 0.30 1.87 2.12 0.1525
H 3.39 -0.10 1.49 0.2194
H -2.70 -1.23 -0.65 0.2412
H -1.38 0.77 -2.76 0.1970
H -1.88 1.79 -1.41 0.1817
H 1.77 -1.97 -0.48 0.2233
H -0.17 1.72 -2.12 0.1848
H -2.90 -0.79 1.24 0.2356
H 0.65 1.90 0.41 0.1534
H 2.04 -2.08 1.34 0.2212

---

(2)
20
Properties=species:S:1:pos:R:3:nbo_charge:R:1 method="wB97M-V/def2-TZVPD" e_lumo_ev="-0.001 / 0.388" homo_ev="-7.6 / -7.4" homo_lumo_gap_ev="7.57 / 7.75"
Cl -1.10 0.97 -4.20 -0.0240
Cl 1.69 1.57 1.63 -0.1747
O -0.26 -1.25 0.74 -0.5606
O -1.56 0.57 0.20 -0.3712
C 0.29 0.86 -1.93 -0.4055
C -2.19 0.05 -0.77 -0.1000
C -0.07 1.61 -2.97 -0.1992
C 0.04 0.70 2.10 -0.4237
C 1.16 -1.52 0.46 -0.2568
C -0.66 0.04 1.01 0.4732
H -1.72 -0.90 -1.17 0.1650
H 0.02 -0.13 -1.81 0.1961
H 1.47 -1.81 1.38 0.1845
H 0.19 2.59 -3.11 0.2044
H 0.86 1.26 -1.10 0.2191
H -0.68 1.46 2.36 0.2356
H -2.86 0.69 -1.34 0.1875
H 1.61 -0.50 0.17 0.2021
H 1.06 -2.30 -0.34 0.2032
H 0.20 0.06 3.01 0.2453

---

Most stable: (2)

---

(1)
18
Properties=species:S:1:pos:R:3:nbo_charge:R:1 method="wB97M-V/def2-TZVPD" total_charge=+1 e_lumo_ev=-4.874 homo_ev=-13.5 homo_lumo_gap_ev=8.64
N 1.29 0.61 -0.07 -0.3142
N -0.83 -0.47 1.15 -0.8391
N 2.51 1.05 0.40 -0.2390
N -0.44 1.49 -1.07 -0.6602
N 2.67 -1.07 -0.17 -0.4124
C 1.44 -0.79 -0.38 0.3670
C 0.27 -1.55 -0.70 -0.2854
C 3.29 0.02 0.30 0.1789
C -0.83 -1.34 0.02 0.0324
C 0.21 1.38 0.06 0.4793
H 0.43 -2.11 -1.53 0.2548
H -0.18 0.94 -1.86 0.4420
H -1.72 -1.85 -0.24 0.2172
H 0.05 2.00 0.98 0.2820
H 4.36 -0.12 0.48 0.2439
H -0.59 -0.89 2.02 0.4218
H -1.20 2.18 -1.14 0.4410
H -1.77 -0.10 1.13 0.3902

---

(2)
18
Properties=species:S:1:pos:R:3:nbo_charge:R:1 method="wB97M-V/def2-TZVPD" total_charge=+1 e_lumo_ev="-5.430 / -4.759" homo_ev="-11.9 / -12.1" homo_lumo_gap_ev="6.48 / 7.32"
N 0.71 0.18 -0.39 -0.2283
N 2.65 0.28 0.37 -0.3087
N -0.43 -0.01 -0.87 -0.2837
N -2.98 0.78 0.25 -0.2556
N 2.29 1.55 0.15 -0.2103
C -1.88 0.92 0.72 0.2098
C 1.10 1.49 -0.23 0.1819
C -4.02 0.45 -0.32 -0.0917
C 1.75 -0.62 0.06 0.4583
C 1.75 -2.08 0.02 -0.6817
H -1.20 1.56 1.18 0.2266
H 3.68 0.19 0.48 0.4556
H 1.32 -2.54 0.88 0.2748
H -4.57 -0.32 0.28 0.2166
H -4.52 0.59 -1.23 0.2498
H 2.71 -2.53 0.08 0.2644
H 0.44 2.27 -0.57 0.2445
H 1.18 -2.18 -0.88 0.2776

---

Most stable: (1)

---

(1)
44
Properties=species:S:1:pos:R:3:nbo_charge:R:1 method="wB97M-V/def2-TZVPD" total_charge=-2 e_lumo_ev=5.315 homo_ev=-4.5 homo_lumo_gap_ev=9.86
S -0.05 0.13 -0.04 2.7541
O -2.35 -2.53 -0.16 -1.0026
O 3.48 -0.28 -0.24 -0.9973
O 1.79 1.52 2.76 -0.9923
O -3.05 0.71 -2.12 -1.0087
O -0.90 -3.24 2.03 -0.9375
O 0.70 -3.14 -1.53 -0.9988
O -0.49 -1.06 -0.80 -1.0643
O 1.10 0.80 -0.55 -1.0903
O -1.07 1.14 -0.03 -1.0876
O 0.33 -0.19 1.29 -1.0927
O 2.28 3.10 -0.44 -0.9888
O -1.08 -0.21 3.39 -0.9577
O 2.04 -1.93 1.50 -0.9770
O -2.74 1.80 1.67 -1.0200
O -0.55 3.82 -0.57 -0.9684
O -1.28 -1.07 -3.07 -0.9607
O 1.74 1.38 -3.08 -0.9785
H 1.60 -2.95 -1.73 0.4631
H 1.80 -2.55 0.88 0.4624
H 3.48 -0.95 0.44 0.4781
H -2.25 1.45 0.81 0.4951
H 2.64 0.13 -0.29 0.4863
H -1.25 -3.11 1.26 0.4695
H -1.43 -1.99 -3.18 0.4585
H -2.66 -1.78 0.41 0.4599
H -0.61 -0.53 2.65 0.4824
H 0.28 -2.30 -1.24 0.4888
H 1.50 3.73 -0.57 0.4785
H 1.43 0.82 2.22 0.4994
H -1.94 2.04 2.18 0.4649
H 1.76 2.32 -0.41 0.4820
H -1.83 -0.89 3.32 0.4531
H 1.28 1.35 -2.18 0.4956
H 2.45 2.06 2.41 0.4734
H -1.36 3.95 -0.22 0.4605
H -2.96 -0.21 -2.50 0.4883
H -2.17 0.85 -1.58 0.4880
H -0.06 -3.03 1.95 0.4515
H -1.61 -1.93 -0.55 0.4853
H -0.72 2.89 -0.40 0.4959
H -0.92 -0.98 -2.23 0.4716
H 1.40 -1.30 1.59 0.4838
H 2.24 2.14 -3.06 0.4531

---

(2)
44
Properties=species:S:1:pos:R:3:nbo_charge:R:1 method="wB97M-V/def2-TZVPD" total_charge=-2 e_lumo_ev=5.228 homo_ev=-4.3 homo_lumo_gap_ev=9.54
S -32.20 -14.76 0.09 2.7542
O -33.78 -14.07 3.59 -0.9691
O -35.14 -15.40 -1.33 -0.9991
O -32.94 -11.46 1.14 -0.9957
O -31.22 -11.85 3.13 -0.9454
O -28.82 -13.99 -0.15 -1.0154
O -30.12 -17.43 0.60 -0.9945
O -31.38 -14.11 -3.62 -0.9828
O -33.48 -17.87 1.32 -1.0037
O -35.56 -13.36 0.54 -0.9727
O -34.15 -12.78 -2.47 -0.9667
O -30.93 -11.53 -1.34 -1.0368
O -33.02 -14.03 1.05 -1.1074
O -32.14 -13.97 -1.13 -1.1055
O -30.90 -15.05 0.66 -1.0613
O -32.92 -15.94 -0.14 -1.0824
O -29.89 -14.07 2.80 -1.0373
O -32.69 -17.67 -2.15 -0.9485
H -33.12 -10.97 0.40 0.4702
H -31.80 -11.76 2.37 0.5092
H -33.26 -17.00 0.85 0.4924
H -31.61 -13.96 -2.62 0.4961
H -30.52 -13.30 2.89 0.4800
H -31.39 -12.42 -1.34 0.5195
H -30.24 -14.72 2.19 0.4837
H -30.70 -13.44 -3.58 0.4425
H -34.30 -13.23 -3.21 0.4650
H -31.66 -12.30 3.74 0.4631
H -34.63 -13.45 0.83 0.5036
H -30.04 -11.28 -1.84 0.4853
H -32.79 -12.40 0.79 0.5031
H -29.22 -17.15 0.20 0.4547
H -35.35 -12.59 0.07 0.4599
H -28.34 -13.70 0.67 0.4664
H -29.63 -14.46 0.16 0.4910
H -35.30 -14.61 -0.85 0.4801
H -33.43 -13.07 -2.00 0.4880
H -34.18 -18.29 0.69 0.4499
H -34.66 -14.52 3.86 0.4709
H -32.71 -17.10 -1.45 0.4774
H -33.32 -14.49 2.95 0.4943
H -30.62 -16.59 0.76 0.4948
H -31.77 -17.62 -2.02 0.4541
H -34.46 -15.82 -0.82 0.4752

---

Most stable: (1)